(1)
An isolated molecule of C3H6N2 in a non-equilibrium geometry. Source: the OMol25 dataset; level of theory: wB97M-V/def2-TZVPD.

Properties
- DFT total energy (eV) = -6185.0775
- spin multiplicity = 1
- ΔE to the lowest compared entry with this formula, charge and spin (kcal/mol) = 80.0

```
11
C3H6N2 wB97M-V/def2-TZVPD
C 1.139 -0.486 -0.044
C -0.301 -0.028 0.060
H 2.551 1.010 0.446
H 1.068 -1.602 -0.479
H -3.461 -0.097 0.088
H -2.326 1.181 0.127
C 2.456 -0.018 -0.005
H -0.510 1.041 0.078
H 3.400 -0.614 -0.059
N -1.498 -0.605 -0.156
N -2.517 0.219 -0.056
```

(2)
An isolated molecule of C6H4O. Source: the OMol25 dataset; level of theory: wB97M-V/def2-TZVPD.

Properties
- DFT total energy (eV) = -8327.3541
- spin multiplicity = 1
- ΔE to the lowest compared entry with this formula, charge and spin (kcal/mol) = 117.3

```
11
C6H4O wB97M-V/def2-TZVPD
H -1.934 -1.499 0.655
C -1.264 -1.091 -0.134
H 1.443 0.629 1.387
H 0.275 2.130 -0.552
H -1.172 0.754 1.013
C 1.374 0.218 -0.990
O -1.128 -1.640 -1.196
C 0.930 0.182 0.545
C 1.751 -0.911 -0.466
C -0.574 0.182 0.299
C 0.299 1.047 -0.560
```

(3)
A structure of composition C19H31N7O6PSTeW in a non-equilibrium geometry. Source: the OMol25 dataset; level of theory: wB97M-V/def2-TZVPD.

Properties
- DFT total energy (eV) = -72142.1013
- spin multiplicity = 1
- charge = +3

```
67
C19H31N7O6PSTeW wB97M-V/def2-TZVPD
N 1.636 -1.111 1.814
C -1.937 -1.014 -3.626
H -3.557 1.048 3.900
S 3.321 -1.709 -0.370
N -0.968 -1.249 -1.463
N 0.159 1.001 -0.711
H 3.446 1.593 2.318
Te -2.574 1.910 0.343
H -2.910 3.440 -1.994
H -1.827 -0.770 -4.672
C -3.194 -1.337 -3.119
C -0.843 -1.035 -2.786
C -2.925 0.168 3.996
C -2.243 2.947 -2.705
O 0.172 1.475 2.014
C -0.837 2.765 -2.138
C 0.541 -0.982 -3.287
C -3.293 -1.695 -1.794
H -2.200 3.592 -3.581
H -3.760 -0.860 2.284
H -0.044 -1.354 -5.330
H -0.134 2.433 -2.904
W 0.789 -0.678 0.090
C 3.694 -1.498 -1.996
O -1.590 0.521 3.411
C -0.747 1.798 -0.998
H -4.428 -1.322 3.849
H 2.037 1.855 0.582
O -0.862 -3.502 1.537
H -0.471 3.726 -1.760
H 2.914 -1.000 -3.820
N 2.749 -1.007 -2.823
N 4.882 -1.773 -2.500
H 0.487 -2.127 3.330
H -2.686 1.997 -3.008
H 5.600 -2.144 -1.894
C -2.160 -1.609 -0.993
H 5.115 -1.669 -3.477
H -0.085 2.293 4.781
H 4.132 0.162 1.554
C 0.839 -1.118 -4.750
H -2.213 -1.876 0.050
C 1.059 -2.330 2.428
N 1.449 -0.934 -2.384
H 1.850 -3.041 2.682
C 2.399 -0.253 2.625
H -0.743 3.263 2.634
C -3.507 -1.052 3.332
C 0.705 2.668 4.133
H -4.224 -2.042 -1.368
O 0.615 -2.542 0.098
H 3.182 1.021 -0.232
O -0.823 -0.612 1.202
N 2.480 0.943 0.499
H -2.702 0.007 5.044
C 3.201 0.685 1.772
O 2.435 -0.324 3.814
H 0.994 3.659 4.486
H 0.928 3.388 2.097
H -4.060 -1.351 -3.769
C 0.242 2.801 2.706
H 1.569 2.011 4.222
H 1.542 -1.938 -4.920
H 1.274 -0.200 -5.155
P -1.212 0.719 1.944
H -2.827 -1.903 3.389
C 0.150 -2.928 1.366
```

(4)
A cluster of 3 separate species, C5H6O2 in total in a non-equilibrium geometry. Source: the OMol25 dataset; level of theory: wB97M-V/def2-TZVPD.

Properties
- DFT total energy (eV) = -9369.3307
- spin multiplicity = 1
- ΔE to the lowest compared entry with this formula, charge and spin (kcal/mol) = 179.1

```
13
C5H6O2 wB97M-V/def2-TZVPD
H 3.522 -0.902 0.667
H -0.115 0.521 1.385
H -2.396 1.570 0.615
C -0.842 0.030 0.731
C 1.987 -0.294 -0.507
C -1.769 0.928 -0.018
C 2.436 -0.805 0.572
C 0.869 -0.029 -1.229
O -0.990 -1.239 0.812
H 0.325 -1.820 0.582
H -1.114 1.575 -0.611
H -2.408 0.327 -0.659
O 0.495 0.139 -2.340
```

(5)
A structure of composition C16H28AsF12N7O5Se2W in a non-equilibrium geometry. Source: the OMol25 dataset; level of theory: wB97M-V/def2-TZVPD.

Properties
- DFT total energy (eV) = -263676.3520
- spin multiplicity = 4
- ⟨S²⟩ = 3.766
- charge = +1
- ΔE to the lowest compared entry with this formula, charge and spin (kcal/mol) = 0.0

```
72
C16H28AsF12N7O5Se2W wB97M-V/def2-TZVPD
C -2.876 -2.244 4.388
H -0.771 -4.087 2.422
H 3.512 3.200 2.544
C -0.626 -3.155 4.776
C 3.050 2.775 1.656
F -0.668 0.074 -3.812
H 4.963 -2.764 -0.332
F 0.485 3.582 2.382
H -0.834 -0.483 3.936
F -2.085 -2.721 -2.425
H 3.369 -2.952 1.545
C -1.709 -3.553 2.551
O 0.675 -3.426 4.276
H 3.202 0.267 -2.419
H 1.900 -5.305 -0.964
H 3.417 -5.114 -2.903
Se -2.119 -2.742 0.788
C 2.592 0.561 2.747
H 0.176 -1.524 2.908
F 1.400 2.684 4.123
H 3.685 -3.411 -2.567
F 3.722 0.901 3.370
N 2.250 0.581 -2.538
H -2.712 -1.509 5.186
H -2.502 -4.266 2.775
F -0.178 1.643 3.047
H 5.586 -4.741 -1.691
W -0.102 0.432 -0.149
N 1.064 -1.307 -0.214
N 2.242 1.955 -2.765
H 5.497 -4.063 0.724
F 2.894 -0.418 1.872
H -3.240 -3.167 4.856
C 4.639 -4.740 -1.150
F -1.379 -0.539 -1.522
O -0.447 3.841 -0.448
C 1.667 -2.287 -0.175
C 0.907 2.431 2.907
F -2.953 -0.662 -3.418
N 1.291 4.006 -2.412
H 2.602 3.569 1.062
H 0.640 4.596 -1.919
Se -1.769 -0.574 1.616
O -1.568 1.986 -0.452
C -1.547 -2.540 3.696
H 2.125 4.424 -2.790
H 1.353 -3.960 -1.972
H 0.833 -4.372 4.288
O 1.334 1.359 0.836
F -1.416 -2.120 -4.773
H 3.814 2.272 1.064
H 2.744 2.345 -3.551
C 1.952 1.764 1.991
H -4.651 -1.608 3.848
H -1.092 -4.060 5.175
C 3.383 -3.710 0.764
N -0.607 2.714 -0.821
As -1.425 -1.380 -3.249
H 1.765 0.071 -3.266
H -0.530 -2.441 5.597
N 0.241 2.022 -1.648
O -3.800 -1.768 3.431
C 4.712 -3.768 0.026
C 2.171 -4.321 -1.352
H 3.157 -4.676 1.222
H 4.496 -5.758 -0.774
C 1.244 2.692 -2.242
C 3.495 -4.382 -2.098
C -0.843 -1.278 3.191
F 0.169 -1.967 -2.863
N 2.296 -3.418 -0.187
F 1.782 0.027 3.674
```

(6)
A cluster of 2 separate species, C5H5Cl2NOS in total in a non-equilibrium geometry. Source: the OMol25 dataset; level of theory: wB97M-V/def2-TZVPD.

Properties
- DFT total energy (eV) = -44680.0036
- spin multiplicity = 1
- ΔE to the lowest compared entry with this formula, charge and spin (kcal/mol) = 73.8

```
15
C5H5Cl2NOS wB97M-V/def2-TZVPD
H -1.417 -3.517 -2.060
C -0.636 0.892 0.229
Cl 1.329 1.568 2.014
C -0.934 -0.318 -0.801
H 0.341 -3.659 -0.477
C -0.006 -3.423 -1.677
Cl -1.824 1.801 0.948
C 0.480 -2.070 -2.091
N 0.252 -0.942 -1.089
H 0.681 -4.157 -2.485
S 1.614 -0.363 -0.136
C 0.585 0.815 0.671
H 1.382 -1.943 -2.547
O -2.107 -0.665 -1.004
H -0.241 -1.659 -2.943
```

(7)
A cluster of 6 separate species, CH11O7 in total. Source: the OMol25 dataset; level of theory: wB97M-V/def2-TZVPD.

Properties
- DFT total energy (eV) = -15551.0027
- spin multiplicity = 1
- charge = -1
- ΔE to the lowest compared entry with this formula, charge and spin (kcal/mol) = 4.7

```
19
CH11O7 wB97M-V/def2-TZVPD
O 0.031 2.927 -0.833
O -2.295 -1.790 -0.072
H -1.428 -1.890 -0.484
O 0.913 -3.027 0.432
H -0.166 1.956 -0.820
H -2.003 0.524 0.183
H -2.094 1.638 1.243
O 1.352 -0.520 1.518
H 1.284 1.426 -2.788
H 0.993 2.863 -0.784
H 1.441 0.348 -1.645
H 1.097 -2.084 0.248
H 0.985 -2.967 1.393
C 0.773 0.386 0.914
H -2.125 -1.379 0.784
O 0.182 0.270 -0.207
O 1.876 0.765 -2.411
H 0.716 1.384 1.396
O -2.496 0.804 0.968
```

(8)
A structure of composition C3H4CsO3 in a non-equilibrium geometry. Source: the OMol25 dataset; level of theory: wB97M-V/def2-TZVPD.

Properties
- DFT total energy (eV) = -9859.8757
- spin multiplicity = 2
- ⟨S²⟩ = 0.757
- ΔE to the lowest compared entry with this formula, charge and spin (kcal/mol) = 81.9

```
11
C3H4CsO3 wB97M-V/def2-TZVPD
C -1.359 -0.010 -0.135
H -1.753 1.682 0.890
Cs 0.691 3.423 -0.625
C -0.218 -1.006 -0.039
C 2.152 -0.832 0.168
H -0.319 -1.610 0.873
H -0.190 -1.636 -0.939
O 0.991 -0.221 0.037
O -1.115 0.898 -0.983
O 3.217 -0.318 0.145
H -2.096 -0.369 0.610
```

(9)
An isolated molecule of C4H12N3. Source: the OMol25 dataset; level of theory: wB97M-V/def2-TZVPD.

Properties
- DFT total energy (eV) = -8809.2188
- spin multiplicity = 2
- ⟨S²⟩ = 0.751
- ΔE to the lowest compared entry with this formula, charge and spin (kcal/mol) = 42.3

```
19
C4H12N3 wB97M-V/def2-TZVPD
H 1.270 2.576 -2.465
H -1.365 -2.460 1.522
H 1.564 -2.005 -0.422
H -2.252 -1.363 2.330
H 0.228 -2.759 0.228
H -0.390 1.171 -1.704
N 1.099 2.562 -1.479
C 0.982 0.467 -0.209
H -1.491 0.493 0.912
H 1.523 0.860 0.655
N 0.780 -1.915 0.196
H -0.462 2.099 -0.228
C 0.221 1.586 -0.905
C -1.072 -0.484 0.753
H -2.753 -1.766 0.805
H 1.751 0.086 -0.882
H 1.386 3.323 -0.903
N -1.884 -1.565 1.351
C 0.161 -0.699 0.280
```

(10)
A cluster of 2 separate species, C3H3NS in total in a non-equilibrium geometry. Source: the OMol25 dataset; level of theory: wB97M-V/def2-TZVPD.

Properties
- DFT total energy (eV) = -15480.0189
- spin multiplicity = 1
- ΔE to the lowest compared entry with this formula, charge and spin (kcal/mol) = 86.2

```
8
C3H3NS wB97M-V/def2-TZVPD
C 1.434 -0.154 0.037
S 2.866 -0.814 0.001
H -2.199 -2.739 -0.260
C -0.368 -1.510 0.167
C -1.334 -2.148 -0.134
H -0.113 1.127 0.104
H 1.457 1.868 0.060
N 0.889 1.031 0.065
```

(11)
An isolated molecule of C10H13FN2 in a non-equilibrium geometry. Source: the OMol25 dataset; level of theory: wB97M-V/def2-TZVPD.

Properties
- DFT total energy (eV) = -16275.7568
- spin multiplicity = 1
- ΔE to the lowest compared entry with this formula, charge and spin (kcal/mol) = 60.2

```
26
C10H13FN2 wB97M-V/def2-TZVPD
H 4.666 1.031 -1.141
C -2.210 -0.807 1.504
F -1.209 1.852 -0.976
C 0.961 0.883 0.632
C -1.704 -0.164 0.115
C 4.224 0.128 -0.679
H 5.039 -0.158 0.030
N 1.931 -0.743 -0.524
C -0.463 -0.854 -0.350
N 2.319 1.097 0.710
H -2.608 -0.014 -1.947
C -0.076 1.596 1.198
H -3.674 -0.129 -0.562
H -2.843 -1.424 -1.178
C 0.707 -0.286 -0.250
H 1.856 -1.708 -1.013
H -2.683 -1.752 1.282
C -2.750 -0.431 -0.964
H 4.200 -0.747 -1.349
C 2.857 0.167 -0.096
C -1.489 1.276 0.264
H -0.573 -1.850 -0.907
H -0.077 2.529 1.697
H -2.796 -0.201 2.097
H -2.332 1.831 0.587
H -1.276 -1.120 1.820
```

(12)
A structure of composition C26H23OPt in a non-equilibrium geometry. Source: the OMol25 dataset; level of theory: wB97M-V/def2-TZVPD.

Properties
- DFT total energy (eV) = -32611.5904
- spin multiplicity = 5
- ⟨S²⟩ = 6.130
- charge = +1
- ΔE to the lowest compared entry with this formula, charge and spin (kcal/mol) = 0.0

```
51
C26H23OPt wB97M-V/def2-TZVPD
H 8.355 -2.415 2.716
C 0.642 -0.440 -1.806
Pt 0.126 0.085 0.177
C 1.099 0.640 2.430
C -0.275 0.988 2.124
H 1.918 1.350 2.510
C -1.003 -0.300 1.957
C 4.946 -2.392 2.531
H 6.367 -3.590 3.602
H 3.190 -2.407 -0.950
C -6.021 1.709 -4.079
H 5.780 0.597 0.984
H -8.130 1.667 -4.609
C 7.359 -2.048 2.480
C -6.866 1.270 -1.458
C -0.017 -1.365 2.153
C 1.167 -0.760 2.641
H -8.875 1.299 -2.250
C -7.392 1.592 -3.804
C 3.513 -0.870 1.294
C 2.865 -0.128 -1.029
C -4.502 1.337 -0.623
H -3.484 3.248 -1.176
H 0.463 -2.598 -1.350
H 8.052 -0.323 1.392
H -4.827 0.861 0.309
C 1.668 0.564 -1.520
H -0.207 -2.426 1.986
C -5.074 1.624 -3.055
C 4.760 -1.199 1.741
O -3.089 1.120 -0.962
C 2.468 -1.589 -0.873
C 6.225 -2.738 2.933
C -5.478 1.382 -1.724
C 1.073 -1.701 -1.242
H -3.115 2.628 0.561
H -0.121 -0.317 -2.565
H 4.086 -3.031 2.774
C 7.180 -0.872 1.742
H -2.083 -0.410 1.879
C 2.645 -0.632 0.338
H -0.736 1.974 2.180
H 1.702 1.530 -2.014
C -7.809 1.378 -2.480
H -4.013 1.734 -3.290
H -7.182 1.120 -0.423
H 3.901 0.226 -1.155
H -5.689 1.872 -5.107
H 1.988 -1.284 3.114
C 5.908 -0.387 1.454
C -3.457 2.425 -0.456
```

(13)
A cluster of 2 separate species, C3H7NO2 in total. Source: the OMol25 dataset; level of theory: wB97M-V/def2-TZVPD.

Properties
- DFT total energy (eV) = -8808.7303
- spin multiplicity = 1
- ΔE to the lowest compared entry with this formula, charge and spin (kcal/mol) = 41.5

```
13
C3H7NO2 wB97M-V/def2-TZVPD
C -0.024 0.804 0.684
H 2.635 0.732 -0.975
O -2.389 -0.479 -1.133
H 2.401 0.335 0.747
N 0.678 0.289 -0.356
H -1.050 1.076 0.387
H -3.001 -0.407 0.797
H 0.197 0.165 -1.235
O 0.396 0.961 1.815
H 2.375 -0.964 -0.474
C 2.106 0.078 -0.272
H -1.820 -1.778 0.312
C -2.412 -0.898 -0.002
```

(14)
A cluster of 6 separate species, C15H41NO6 in total in a non-equilibrium geometry. Source: the OMol25 dataset; level of theory: wB97M-V/def2-TZVPD.

Properties
- DFT total energy (eV) = -29985.5186
- spin multiplicity = 1
- ΔE to the lowest compared entry with this formula, charge and spin (kcal/mol) = 189.4

```
63
C15H41NO6 wB97M-V/def2-TZVPD
H -29.866 -37.379 61.278
H -27.592 -38.181 58.478
H -33.056 -33.012 57.721
H -31.503 -35.539 63.901
C -33.994 -36.762 55.571
C -33.973 -32.520 57.720
H -30.196 -35.688 55.747
H -35.927 -35.087 58.677
H -32.745 -35.905 57.163
C -35.297 -33.203 57.678
H -32.722 -35.332 59.024
O -32.406 -36.029 58.756
C -32.341 -35.204 62.117
H -28.162 -37.186 60.976
H -28.848 -38.667 60.387
C -34.100 -38.702 59.997
H -35.519 -39.997 59.392
O -31.943 -34.619 60.843
H -29.001 -35.859 59.539
H -35.980 -33.305 59.733
O -32.358 -35.105 54.159
H -34.451 -36.269 54.749
H -31.026 -36.931 58.436
H -32.349 -39.152 61.019
H -33.402 -34.877 56.586
C -35.424 -34.127 58.876
H -34.001 -31.531 57.138
H -33.461 -40.330 61.231
H -30.219 -35.463 62.511
C -33.014 -39.687 60.528
H -31.042 -34.426 56.997
H -32.408 -40.283 59.769
H -34.104 -31.946 58.618
H -36.073 -38.478 59.485
H -35.869 -39.557 60.912
H -27.966 -36.684 57.405
C -30.737 -34.763 55.975
C -27.877 -37.066 58.366
O -33.680 -38.337 58.752
C -31.152 -35.024 63.052
H -30.236 -34.039 55.488
H -35.948 -34.415 56.198
H -32.545 -36.276 61.970
H -33.606 -33.596 62.651
C -33.676 -34.696 62.475
H -34.203 -37.686 60.614
H -36.193 -32.480 57.593
H -34.411 -35.009 61.874
C -29.023 -37.613 60.496
O -35.211 -33.930 56.450
H -34.152 -34.927 63.473
H -34.466 -34.291 59.153
H -27.083 -36.387 58.806
C -35.469 -39.147 60.016
H -34.643 -37.290 56.321
H -31.014 -33.909 63.231
O -30.059 -37.339 58.278
H -31.772 -35.349 60.036
C -32.123 -35.150 55.365
H -33.547 -37.310 55.074
C -29.058 -36.925 59.150
N -33.032 -35.771 56.236
H -33.252 -37.478 58.897
```

(15)
A structure of composition C30H32BrN4O6Pm in a non-equilibrium geometry. Source: the OMol25 dataset; level of theory: wB97M-V/def2-TZVPD.

Properties
- DFT total energy (eV) = -136478.3568
- spin multiplicity = 5
- ⟨S²⟩ = 6.006

```
74
C30H32BrN4O6Pm wB97M-V/def2-TZVPD
C -2.733 1.084 0.954
Br 2.508 0.027 3.717
C 3.433 -1.335 -1.236
H -0.475 5.106 -0.372
H -1.548 2.992 -0.583
C 0.695 4.104 -1.851
N -0.486 0.399 0.123
Pm 0.778 -1.409 0.579
C -0.472 -3.940 2.129
O 2.944 -1.331 -0.043
O 3.591 -2.226 -5.729
C 0.528 -2.191 -3.098
C -0.102 -3.633 4.632
O 4.918 -1.545 -4.069
H 1.056 4.504 1.534
C -2.344 -1.139 0.156
H -4.781 -2.799 -0.917
H 1.192 -2.326 -5.118
C 0.191 4.216 -0.421
H 3.039 3.141 1.122
H -0.168 1.512 -2.324
H -1.223 -3.172 -2.583
H 1.946 2.761 -3.012
C 0.718 1.620 -1.640
O 4.577 -1.015 -1.516
C -0.927 -2.400 -3.275
C 1.573 2.870 -1.984
C -4.063 0.767 1.224
H -1.719 -1.955 -0.275
C 0.184 1.678 -0.181
C 2.742 2.943 -0.983
H 1.056 1.864 1.792
C 0.428 -2.922 5.680
H -0.923 3.123 1.048
N 1.166 -1.963 -1.948
C 1.364 4.351 0.513
H -5.618 2.324 1.074
H 1.875 -1.429 6.228
N 1.381 -2.149 -4.155
H 1.928 5.242 0.176
H 0.236 -3.243 6.679
H 1.299 5.015 -2.093
H 4.912 -1.340 -3.073
C -4.565 -0.487 0.916
H -4.456 2.554 2.388
C 1.314 -1.887 5.446
C 1.474 -1.499 4.110
H -3.410 -3.559 -0.055
N 0.929 -2.166 3.104
C 0.162 -3.223 3.350
O -1.235 -4.850 2.287
C -5.002 1.810 1.826
C 2.197 3.083 0.432
C -4.227 -2.816 0.050
C 2.620 -1.897 -3.662
H -4.890 -3.175 0.846
H -1.435 -1.474 -3.003
H 1.328 0.727 -1.738
H -0.141 4.036 -2.554
C -3.692 -1.463 0.406
C 1.386 1.813 0.745
H -1.157 -2.637 -4.271
C 2.486 -1.730 -2.317
C 3.779 -1.896 -4.577
H -2.424 2.078 1.179
C -0.639 2.989 0.000
H -0.783 -4.472 4.812
H 3.426 3.804 -1.192
C -1.822 0.154 0.376
H 2.060 0.944 0.649
H -5.581 -0.756 1.094
O -0.014 -3.551 1.010
H 3.314 2.025 -1.089
H -5.678 1.340 2.555
```